(1)
Entry from the OMol25 dataset: a structure of composition C39H58CdN3O5Si2 at a distorted geometry (ωB97M-V/def2-TZVPD).

The calculation puts the lowest unoccupied orbital energy at 2.3 eV. Its total charge is -1. The value obtained for the calculated total energy is -2808.22722 Eh. The frontier orbital gap comes out at 5.72 eV. The molar mass is 817.49 Da.

Last column: Mulliken charge in e.
Element x y z (Å)
Cd 15.6230 -16.3222 -7.8470  3.95
O 18.7750 -17.3840 -5.0982  -0.83
C 18.0675 -16.5175 -5.6528  -1.06
O 16.8972 -16.7634 -6.1694  -0.70
C 18.5185 -15.0613 -5.6165  0.54
C 17.5523 -14.2439 -4.7267  -0.20
C 18.2764 -13.0266 -4.1695  -1.01
C 18.4198 -12.1948 -5.4757  -1.11
C 17.6508 -13.0510 -6.4939  -0.13
O 16.6554 -13.6513 -5.6777  -0.50
C 18.5590 -14.2091 -6.9303  -0.15
C 18.5140 -16.0952 -8.5991  -0.92
O 17.9528 -16.8249 -9.3828  -0.61
O 19.7108 -16.4718 -8.0579  -0.26
H 19.5104 -15.0574 -5.1707  0.58
H 16.9655 -14.8264 -4.0272  0.71
H 19.2342 -13.2907 -3.7084  0.36
H 17.6544 -12.5161 -3.4432  0.36
H 19.4492 -12.0021 -5.7597  0.37
H 17.9550 -11.2168 -5.3630  0.37
H 17.2196 -12.4795 -7.2958  0.77
H 19.5475 -13.8155 -7.1480  0.40
C 21.2934 -14.9966 -12.2740  -1.83
C 20.7615 -13.7224 -11.6054  1.92
C 19.9171 -12.9959 -12.6445  -2.12
C 21.9673 -12.8201 -11.2997  -1.77
C 19.9871 -14.0500 -10.3025  1.14
C 20.8302 -14.6679 -9.2554  0.24
C 20.7515 -15.6447 -8.3422  -0.90
N 18.0412 -14.8725 -8.1556  1.58
C 17.6584 -14.0507 -9.2663  -0.84
C 18.6580 -13.7587 -10.2331  -0.95
C 16.3248 -13.6185 -9.3851  0.07
C 15.8609 -12.6969 -10.3822  -0.97
C 14.6062 -12.1715 -10.3313  0.84
C 13.7623 -12.5735 -9.2682  -0.81
C 14.2047 -13.5739 -8.4496  -1.71
N 15.4234 -14.1209 -8.4976  0.86
C 14.0710 -11.2091 -11.4125  2.14
C 13.6720 -9.8747 -10.7597  -1.75
C 15.1245 -10.9193 -12.4797  -2.15
C 12.8480 -11.8358 -12.0917  -1.69
H 21.8956 -14.7601 -13.1659  0.43
H 20.4665 -15.6320 -12.5903  0.38
H 21.8854 -15.5973 -11.6065  0.36
H 20.5161 -12.7945 -13.5275  0.46
H 19.5164 -12.0273 -12.2753  0.37
H 19.0692 -13.6298 -12.9510  0.47
H 22.5163 -12.5796 -12.2148  0.46
H 22.7047 -13.2818 -10.6196  0.36
H 21.6281 -11.8805 -10.8152  0.32
H 21.8462 -14.2662 -9.2186  -0.12
H 21.6097 -15.8713 -7.7277  0.52
H 18.3001 -13.3009 -11.1279  -0.02
H 16.5501 -12.4000 -11.1514  0.54
H 12.7537 -12.1900 -9.1489  0.34
H 13.5233 -14.0067 -7.7268  0.41
H 14.5331 -9.3790 -10.2850  0.35
H 12.9322 -10.0350 -9.9746  0.32
H 13.2375 -9.1990 -11.5030  0.47
H 16.0282 -10.4822 -12.0378  0.40
H 14.7353 -10.2090 -13.2257  0.42
H 15.4223 -11.8246 -12.9947  0.42
H 12.0367 -12.0218 -11.3826  0.33
H 13.0992 -12.7980 -12.5613  0.32
H 12.4534 -11.1929 -12.8792  0.46
C 12.3838 -16.0521 -9.6319  -0.49
Si 13.4496 -17.4876 -10.2938  0.23
C 14.0075 -16.8950 -12.0161  -1.16
C 12.2125 -18.9271 -10.5201  -1.24
C 14.9940 -17.7860 -9.3003  -1.01
Si 15.4802 -19.5438 -8.8480  0.57
C 16.5699 -20.2751 -10.2292  -1.19
C 16.5056 -19.6351 -7.2658  -0.92
C 14.0200 -20.7580 -8.5338  -1.20
H 11.4207 -16.0692 -10.1409  0.53
H 12.8677 -15.0827 -9.8207  -0.27
H 12.1570 -16.0839 -8.5591  0.19
H 13.1426 -16.5383 -12.6091  0.30
H 14.5077 -17.6709 -12.5884  0.31
H 14.7434 -16.0821 -11.8954  0.24
H 11.3825 -18.4741 -11.0703  0.36
H 11.7839 -19.3084 -9.5855  0.38
H 12.5497 -19.7937 -11.0920  0.29
H 15.8161 -17.5264 -9.9921  0.09
H 17.4896 -19.6679 -10.2533  0.21
H 16.1193 -20.2567 -11.2334  0.29
H 16.8378 -21.3234 -9.9883  0.31
H 17.4180 -19.0426 -7.3792  0.11
H 16.8001 -20.6449 -7.0113  0.59
H 15.9736 -19.2215 -6.3877  0.14
H 13.4532 -21.0923 -9.4211  0.33
H 13.2767 -20.3934 -7.8056  0.30
H 14.4791 -21.6457 -8.0721  0.35
C 10.5695 -16.3917 -3.2177  -1.52
C 11.6682 -16.3408 -4.2375  1.11
C 11.8712 -17.3977 -5.1166  -0.94
C 12.9044 -17.3292 -6.0468  -0.89
N 13.7424 -16.2871 -6.1119  0.42
C 13.5627 -15.2809 -5.2482  -0.72
C 12.5224 -15.2504 -4.3375  -1.10
H 9.7261 -16.9810 -3.5582  0.38
H 10.2049 -15.3975 -2.9781  0.39
H 10.9331 -16.8443 -2.2872  0.28
H 11.2145 -18.2613 -5.1097  0.41
H 13.0709 -18.0993 -6.7744  0.49
H 14.2655 -14.4658 -5.3516  0.59
H 12.4123 -14.4080 -3.6720  0.43

---

(2)
Entry from the OMol25 dataset: a cluster of 4 separate species, C3H14NO3 in total at a distorted geometry (ωB97M-V/def2-TZVPD).

The calculation puts the lowest unoccupied orbital energy at -3.0 eV. Its total charge is +1. The value obtained for the calculated total energy is -402.92192 Eh. The frontier orbital gap comes out at 11.23 eV. The molar mass is 112.15 Da.

Last column: natural (NBO) charge in e.
Element x y z (Å)
C 1.7371 -1.8872 2.1400  -0.67
C 0.7225 -0.8754 1.7787  -0.11
C 0.2218 -0.7076 0.5631  -0.10
N -0.9455 0.1663 0.3226  -0.71
H 2.2525 -2.3375 1.2846  0.23
H 2.6264 -1.4591 2.6066  0.25
H 1.3152 -2.6511 2.7858  0.25
H 0.4481 -0.1186 2.5010  0.21
H 0.4138 -1.3675 -0.2629  0.22
H -1.8550 -0.2971 0.3986  0.43
H -0.9241 0.9952 0.9363  0.47
H -0.8836 0.4326 -0.6666  0.47
H -0.6899 3.6585 1.1144  0.51
H 0.6485 2.9248 0.7545  0.50
O -0.2830 2.8010 0.9628  -0.98
H -1.0949 2.6069 -1.6500  0.49
H -1.9535 1.7895 -2.5760  0.50
O -1.7220 1.8720 -1.6414  -0.96
H -0.1229 -2.6585 -3.2894  0.47
H 1.2481 -2.6175 -2.6381  0.47
O 0.6430 -2.0790 -3.1586  -0.94

---

(3)
Entry from the OMol25 dataset: a structure of composition C10H30N10O20 at a distorted geometry (ωB97M-V/def2-TZVPD).

The calculation puts the lowest unoccupied orbital energy at -2.4 eV. Its total charge is 0. The value obtained for the calculated total energy is -2449.05866 Eh. The frontier orbital gap comes out at 6.18 eV. The molar mass is 610.40 Da.

Last column: natural (NBO) charge in e.
Element x y z (Å)
C 2.5152 -1.2618 -2.0277  -0.52
N 1.3947 -2.1908 -2.3601  0.59
O 1.2621 -3.1279 -1.6313  -0.44
O 0.6463 -1.9166 -3.2891  -0.39
H 2.8459 -0.8284 -2.9715  0.27
H 3.3306 -1.8562 -1.6156  0.20
H 2.1938 -0.4485 -1.3771  0.31
C 1.1934 0.3630 4.3594  -0.48
N 1.2487 -0.5434 3.1802  0.47
O 1.2077 -0.0626 2.0152  -0.42
O 1.4970 -1.7320 3.4125  -0.34
H 1.1207 -0.2580 5.2523  0.25
H 0.2184 0.8409 4.2637  0.26
H 2.1022 0.9594 4.4399  0.25
C 0.2463 0.1496 -3.9610  -0.51
N 1.0603 0.9624 -3.0271  0.54
O 2.2922 0.9036 -2.9856  -0.43
O 0.4178 1.7525 -2.3465  -0.38
H 0.8366 -0.0780 -4.8486  0.22
H -0.5350 0.8064 -4.3437  0.25
H -0.1674 -0.7035 -3.4232  0.27
C -0.1349 0.1032 0.5625  -0.61
N -0.2097 0.0971 -0.9429  0.60
O 0.7234 -0.4012 -1.5124  -0.46
O -1.0838 0.7364 -1.6064  -0.44
H 0.8715 0.2772 0.9431  0.34
H -0.7822 -0.7139 0.8812  0.36
H -0.7727 0.9188 0.9032  0.26
C -0.5084 1.6839 3.0044  -0.60
N -0.7831 2.6511 1.9354  0.53
O -1.7559 3.3675 2.0530  -0.37
O -0.0602 2.6796 1.0141  -0.35
H 0.0512 0.8576 2.5660  0.25
H -1.5198 1.3667 3.2583  0.27
H -0.0461 2.2207 3.8328  0.24
C 2.9209 1.4406 1.9070  -0.47
N 2.0256 2.3587 1.1675  0.53
O 1.8462 3.5156 1.5151  -0.38
O 1.4719 1.8458 0.2312  -0.32
H 2.8442 1.6640 2.9711  0.20
H 3.9355 1.6202 1.5512  0.24
H 2.7283 0.3899 1.6900  0.25
C -3.0974 1.2310 -1.1022  -0.50
N -2.8774 1.2504 0.3652  0.52
O -2.2110 0.2822 0.8494  -0.43
O -3.2352 2.2289 0.9843  -0.34
H -4.1622 1.4062 -1.2554  0.23
H -2.7999 0.2370 -1.4364  0.24
H -2.5263 2.0698 -1.4999  0.26
C 0.8931 -3.9738 -0.0947  -0.45
N -0.0116 -2.7519 -0.0251  0.52
O 0.3421 -1.7226 0.5543  -0.42
O -1.0613 -2.7344 -0.7109  -0.36
H 1.9066 -3.5886 -0.2064  0.26
H 0.6824 -4.6080 -0.9559  0.27
H 0.8627 -4.5198 0.8481  0.18
C -2.1229 1.1694 -3.2950  -0.51
N -2.2532 2.3221 -4.2932  0.54
O -3.1989 3.0900 -4.0872  -0.39
O -1.3760 2.3653 -5.1607  -0.41
H -1.9728 0.3543 -4.0030  0.21
H -2.9966 1.0484 -2.6545  0.22
H -1.3029 1.3990 -2.6146  0.32
C -0.3430 -2.3772 2.5334  -0.46
N -1.5393 -2.4435 1.6428  0.54
O -1.8793 -1.3802 1.1710  -0.35
O -2.1117 -3.4862 1.5304  -0.35
H -0.6976 -2.7938 3.4761  0.22
H 0.0373 -1.3603 2.6305  0.19
H 0.3630 -3.1235 2.1692  0.24

---

(4)
Entry from the OMol25 dataset: a cluster of 2 separate species, CH4NOS in total (ωB97M-V/def2-TZVPD).

The calculation puts the lowest unoccupied orbital energy (spin up / spin down) at 0.7 / -3.0 eV. As for the spin multiplicity: 2. Its total charge is 0. Its expectation value of S² is 0.753. The value obtained for the calculated total energy is -568.63567 Eh. The frontier orbital gap (spin up / spin down) comes out at 10.75 / 7.10 eV. The molar mass is 78.12 Da.

Last column: natural (NBO) charge in e.
Element x y z (Å)
S 1.0656 1.3402 1.9423  -0.11
H 0.2270 1.5388 2.9700  0.11
C -0.0452 -1.1070 -0.7039  0.52
N -0.4663 0.1780 -0.8624  -0.83
O -0.4308 -2.0467 -1.3541  -0.59
H 0.6629 -1.2393 0.1285  0.11
H -1.1482 0.4084 -1.5661  0.40
H 0.1350 0.9276 -0.5542  0.40

---

Which of these has the lowest total charge?
C39H58CdN3O5Si2